1.
Formula: C5H10O
Source: OMol25
Level of theory: ωB97M-V/def2-TZVPD

ΔE to the lowest compared entry with this formula, charge and spin: 52.5 kcal per mole
maximum force: 4.417 eV Å⁻¹
total charge: 0
SMILES string: C=C(C)OCC
HOMO level: -9.2176 eV
gap between HOMO and LUMO: 10.20 eV

```
16
Properties=species:S:1:pos:R:3:mulliken_charge:R:1
C 1.9557 -0.2799 -0.7706 -0.945
C 1.3654 0.2052 0.4684 -0.492
C -0.9312 -0.1148 0.0258 0.706
C -1.1963 1.3778 -0.2749 -0.918
C -1.7366 -1.1204 -0.2345 -1.022
H 2.3992 -1.3123 -0.6068 0.282
H 2.8343 0.4142 -0.9522 0.302
H 1.3825 -0.2613 -1.6464 0.365
H 2.1548 0.0456 1.2669 0.308
H 1.3596 1.2871 0.4654 0.365
H -1.3011 1.6345 0.9310 0.237
H -0.3293 1.7742 -0.7329 0.243
H -2.1451 1.5749 -0.8379 0.360
H -1.6941 -2.1608 -0.0361 0.323
H -2.6042 -0.9459 -0.7558 0.282
O 0.1501 -0.3072 0.9524 -0.395
```

***

2.
Formula: C5H10O
Source: OMol25
Level of theory: ωB97M-V/def2-TZVPD

ΔE to the lowest compared entry with this formula, charge and spin: 73.4 kcal per mole
maximum force: 0.943 eV Å⁻¹
total charge: 0
HOMO level: -8.3994 eV
gap between HOMO and LUMO: 9.45 eV

```
16
Properties=species:S:1:pos:R:3:mulliken_charge:R:1
C -0.1964 -1.9173 -0.4689 -1.113
C 0.5480 -1.4496 0.7848 -0.395
C 0.1036 -0.0674 1.2617 -0.093
C 0.5269 0.9254 0.2565 -0.616
C -0.2846 2.4544 -1.1331 -0.537
O -0.4491 1.7868 0.1154 -0.161
H 0.0060 -1.2641 -1.3282 0.300
H -1.2811 -1.9274 -0.3069 0.300
H 0.1108 -2.9320 -0.7458 0.331
H 1.6236 -1.4138 0.5734 0.297
H 0.3841 -2.1560 1.6023 0.313
H 0.6444 0.2359 2.1664 0.225
H -0.9803 -0.0099 1.4342 0.272
H 0.7561 2.2157 -1.3774 0.421
H -0.4712 3.5207 -1.0548 0.242
H -1.0409 1.9985 -1.7796 0.212
```